(1)
C5H11N2O | the ωB97M-V functional and the def2-TZVPD basis

Last column: natural (NBO) charge in e.
Positions of all 19 atoms, in Å:
C: -2.621 -0.267 -0.680  -0.026
O: -3.408 0.064 0.401  -0.987
C: -1.100 -0.442 -0.341  -0.446
C: -0.342 0.884 -0.217  -0.422
C: 1.165 0.738 -0.755  -0.291
N: 2.718 0.133 1.579  -0.727
C: 2.185 -0.729 0.610  0.086
N: 1.688 -0.590 -0.614  -0.433
H: -3.080 -1.192 -1.105  0.089
H: -2.729 0.522 -1.463  0.070
H: -0.664 -1.032 -1.147  0.179
H: -1.043 -1.137 0.523  0.187
H: -0.426 1.104 0.861  0.195
H: -0.973 1.601 -0.804  0.222
H: 1.605 1.551 -0.148  0.149
H: 1.098 1.159 -1.767  0.202
H: 2.862 1.001 1.059  0.349
H: 2.624 -1.691 0.947  0.177
H: 1.473 -0.108 1.552  0.430

LUMO level = 3.22 eV
Energy above the lowest of the compared OMol25 structures with the same formula, charge and spin = 4.226 eV
2S+1 = 1
Charge = -1
Energy = -10386.3124 eV
Frontier orbital gap = 5.2 eV


(2)
C66H90O20 | the ωB97M-V functional and the def2-TZVPD basis

Last column: Mulliken charge in e.
Positions of all 176 atoms, in Å:
C: 2.557 -0.753 4.681  -0.134
C: 2.145 -1.627 5.678  -0.427
C: 1.416 -1.142 6.743  0.390
C: 1.022 0.169 6.754  -0.825
C: 1.418 1.070 5.778  -0.489
C: 2.219 0.573 4.761  0.048
O: 2.578 1.400 3.668  -0.610
O: 1.109 -2.057 7.711  -0.578
H: 3.083 -1.136 3.839  0.533
H: 2.432 -2.659 5.628  0.553
H: 0.430 0.503 7.613  0.394
H: 1.093 2.108 5.808  0.629
H: 1.940 2.129 3.706  0.101
H: 0.357 -1.854 8.244  0.313
C: 2.492 -4.352 3.014  -0.378
C: 2.132 -5.023 4.171  -0.767
C: 0.803 -5.037 4.589  0.345
C: -0.132 -4.306 3.819  -0.771
C: 0.225 -3.644 2.670  0.239
C: 1.599 -3.646 2.249  -0.320
O: 1.947 -2.871 1.184  -0.069
O: 0.358 -5.586 5.785  -0.584
H: 3.523 -4.429 2.699  0.538
H: 2.878 -5.584 4.741  0.327
H: -1.170 -4.185 4.135  0.457
H: -0.573 -3.053 2.204  0.754
H: 2.909 -2.939 1.028  0.114
H: 1.102 -5.672 6.387  0.317
C: -4.988 -0.903 4.194  -0.863
C: -4.777 -0.748 5.536  -0.662
C: -3.584 -0.586 6.152  0.585
C: -2.470 -0.546 5.318  -0.533
C: -2.623 -0.724 3.947  0.058
C: -3.858 -0.926 3.364  0.266
O: -3.961 -1.103 2.002  -0.443
O: -3.373 -0.589 7.508  -0.547
H: -6.002 -1.130 3.863  0.497
H: -5.638 -0.869 6.200  0.215
H: -1.493 -0.394 5.785  0.437
H: -1.758 -0.779 3.310  0.575
H: -3.288 -0.555 1.586  -0.127
H: -4.180 -0.421 7.985  0.299
C: -8.320 2.972 1.546  -0.708
C: -7.393 3.971 1.263  -0.577
C: -6.057 3.650 1.177  -0.273
C: -5.642 2.359 1.271  0.561
C: -6.507 1.366 1.615  -0.443
C: -7.897 1.667 1.684  0.655
O: -8.744 0.609 1.981  -0.554
O: -5.118 4.672 0.997  -0.716
H: -9.348 3.217 1.711  0.289
H: -7.641 5.027 1.177  0.432
H: -4.596 2.100 1.226  0.185
H: -6.035 0.378 1.737  0.420
H: -9.634 0.971 1.947  0.288
H: -4.282 4.451 1.441  0.468
C: 2.367 -1.435 -7.286  -0.594
C: 2.480 -2.027 -6.063  -0.521
C: 2.889 -1.306 -4.973  0.198
C: 3.266 0.059 -5.074  -0.798
C: 3.121 0.645 -6.352  -0.661
C: 2.636 -0.068 -7.447  0.541
O: 2.439 0.481 -8.691  -0.579
O: 3.061 -1.808 -3.719  -0.374
H: 2.174 -2.039 -8.131  0.516
H: 2.274 -3.093 -5.966  0.470
H: 3.681 0.603 -4.244  0.897
H: 3.360 1.676 -6.482  0.290
H: 2.828 1.353 -8.819  0.313
H: 2.576 -2.635 -3.570  0.366
C: 5.324 -0.204 1.919  0.250
C: 6.306 0.487 2.589  -0.589
C: 7.671 0.122 2.538  0.644
C: 7.961 -1.029 1.787  -0.623
C: 7.006 -1.734 1.099  -0.546
C: 5.639 -1.283 1.133  0.007
O: 4.730 -2.066 0.430  -0.667
O: 8.596 0.703 3.339  -0.587
H: 4.292 0.056 2.045  0.329
H: 5.994 1.350 3.207  0.235
H: 8.960 -1.404 1.694  0.394
H: 7.212 -2.581 0.478  0.482
H: 4.059 -1.441 0.061  0.180
H: 8.198 1.431 3.822  0.303
C: -0.691 0.009 -1.206  0.034
C: 0.619 -0.185 -1.538  -0.015
C: 1.634 -0.092 -0.590  0.373
C: 1.319 0.199 0.744  -0.922
C: -0.007 0.317 1.090  -0.384
C: -1.013 0.284 0.105  1.113
O: -2.262 0.686 0.590  0.578
O: 2.999 -0.382 -0.884  0.439
H: -1.476 0.032 -1.942  -0.241
H: 0.928 -0.462 -2.523  -0.413
H: 2.122 0.380 1.405  -0.109
H: -0.400 0.485 2.087  0.826
H: -2.951 0.831 -0.076  -0.326
H: 3.046 -0.455 -1.865  -0.372
C: -5.333 0.906 -3.248  -0.738
C: -4.244 1.983 -3.507  -0.637
C: -3.904 2.380 -2.081  -0.177
O: -3.850 1.115 -1.377  0.087
C: -4.787 0.189 -1.955  0.109
H: -5.475 0.238 -4.105  0.385
H: -6.323 1.311 -2.960  0.317
H: -4.512 2.846 -4.157  0.459
H: -3.451 1.488 -4.042  0.129
H: -4.732 3.024 -1.829  0.186
H: -2.939 2.836 -1.999  -0.095
H: -5.612 -0.167 -1.355  0.392
H: -4.285 -0.708 -2.280  -0.571
C: -0.990 3.575 3.435  -0.208
C: -0.179 3.761 2.060  0.045
C: -1.337 3.823 1.006  0.670
O: -2.560 3.542 1.732  -0.583
C: -2.246 2.914 2.931  -0.077
H: -1.164 4.531 3.928  0.358
H: -0.459 2.991 4.190  -0.132
H: 0.419 2.869 1.960  -0.685
H: 0.473 4.625 2.143  0.610
H: -1.203 3.049 0.239  -0.838
H: -1.495 4.774 0.482  0.570
H: -2.063 1.881 2.712  -0.277
H: -3.170 3.074 3.541  0.423
C: 1.492 2.695 -3.207  0.901
C: 1.996 3.918 -3.898  -0.822
C: 1.912 4.961 -2.729  -0.570
O: 0.905 4.592 -1.809  -0.427
C: 0.434 3.337 -2.273  0.903
H: 2.289 2.134 -2.687  -0.645
H: 1.057 1.975 -3.907  0.194
H: 1.402 4.248 -4.721  0.408
H: 3.002 3.927 -4.295  0.332
H: 1.792 5.988 -3.097  0.373
H: 2.840 4.839 -2.162  0.208
H: -0.516 3.395 -2.799  -0.048
H: 0.296 2.674 -1.403  -0.733
C: -2.313 -3.187 -0.517  1.371
C: -3.355 -4.213 -1.170  -0.654
C: -2.492 -5.317 -1.682  -0.697
O: -1.255 -4.762 -2.039  -0.491
C: -0.957 -3.793 -1.035  0.088
H: -2.479 -3.099 0.568  0.293
H: -2.535 -2.203 -0.932  -1.370
H: -3.934 -3.760 -1.973  0.193
H: -4.073 -4.503 -0.403  0.415
H: -2.907 -5.829 -2.549  0.413
H: -2.398 -6.082 -0.937  0.309
H: -0.328 -3.003 -1.483  -0.260
H: -0.487 -4.274 -0.186  0.336
C: 6.824 2.805 -1.748  -0.666
C: 7.322 1.422 -2.171  -0.702
C: 6.046 0.643 -2.385  0.049
O: 5.120 1.616 -2.819  -0.294
C: 5.300 2.701 -1.808  -0.198
H: 7.088 3.538 -2.490  0.249
H: 7.285 3.082 -0.781  0.334
H: 7.966 0.950 -1.407  0.347
H: 7.927 1.463 -3.066  0.280
H: 5.798 0.280 -1.370  -0.299
H: 5.955 -0.228 -3.062  0.490
H: 4.870 2.367 -0.873  0.067
H: 4.833 3.549 -2.242  0.227
C: -0.962 -2.403 -5.821  -0.460
C: -2.468 -2.578 -5.998  -0.947
C: -3.017 -1.755 -4.751  -0.305
O: -1.892 -1.620 -3.913  -0.082
C: -0.792 -2.480 -4.343  0.900
H: -0.666 -1.432 -6.232  0.150
H: -0.423 -3.143 -6.376  0.455
H: -2.828 -3.623 -5.840  0.261
H: -2.938 -2.160 -6.875  0.405
H: -3.843 -2.297 -4.281  0.233
H: -3.380 -0.749 -4.929  0.182
H: -0.829 -3.525 -4.049  0.163
H: 0.089 -1.921 -4.036  -0.920

LUMO level = 0.48 eV
2S+1 = 1
Energy = -110847.7936 eV
Frontier orbital gap = 8.3 eV


(3)
C44H84Cl4NO18 | the ωB97M-V functional and the def2-TZVPD basis

Last column: Mulliken charge in e.
Positions of all 151 atoms, in Å:
C: -2.037 -0.321 -1.861  -1.493
C: -0.766 0.611 -1.701  0.619
C: 0.338 -0.218 -1.108  -1.228
N: 1.632 0.621 -0.879  0.982
C: 1.254 1.806 0.067  -0.651
C: 2.768 -0.253 -0.214  1.035
C: 3.197 -1.126 -1.359  0.915
C: 3.251 -0.233 -2.587  -1.251
C: 2.263 0.941 -2.234  0.034
H: -1.841 -1.026 -2.669  0.585
H: -2.946 0.231 -2.104  0.439
H: -2.339 -0.856 -0.961  0.095
H: -1.103 1.370 -0.995  -0.292
H: -0.441 1.153 -2.589  0.128
H: 0.498 -1.162 -1.630  0.307
H: 0.205 -0.772 -0.178  0.572
H: 0.856 1.181 0.867  0.450
H: 0.530 2.483 -0.386  0.096
H: 2.133 2.314 0.464  -0.096
H: 3.516 0.429 0.191  -0.746
H: 2.405 -0.692 0.716  -0.482
H: 4.136 -1.666 -1.238  -0.026
H: 2.416 -1.827 -1.651  -0.244
H: 4.247 0.207 -2.637  0.348
H: 2.847 -0.714 -3.478  0.376
H: 2.848 1.860 -2.185  0.021
H: 1.514 1.167 -2.993  0.450
Cl: 1.897 -1.145 3.378  -0.126
C: 3.064 -1.425 4.726  -0.553
C: 2.389 -2.340 5.796  -0.622
Cl: 1.437 -3.741 5.111  -0.158
H: 3.444 -0.463 5.069  0.455
H: 3.963 -1.828 4.260  0.215
H: 1.841 -1.834 6.591  0.365
H: 3.134 -2.883 6.378  0.362
Cl: -0.555 4.834 -2.425  -0.048
C: 0.628 5.862 -3.290  -0.653
C: 2.064 5.332 -3.057  -0.259
Cl: 2.378 3.913 -4.150  -0.183
H: 0.481 6.878 -2.923  0.348
H: 0.569 5.954 -4.374  0.338
H: 2.359 5.053 -2.045  0.085
H: 2.719 6.155 -3.344  0.387
C: 5.962 0.977 2.839  -0.576
O: 5.255 1.263 1.658  -0.049
C: 6.144 1.701 0.700  -0.769
C: 5.417 2.281 -0.532  0.058
O: 4.362 3.144 -0.310  -0.088
C: 4.502 4.112 0.754  -0.920
H: 5.329 0.393 3.507  -0.086
H: 6.127 1.854 3.466  0.332
H: 6.855 0.352 2.814  0.308
H: 6.890 0.960 0.412  0.324
H: 6.653 2.575 1.105  0.453
H: 5.009 1.525 -1.202  -0.414
H: 6.200 2.774 -1.109  0.446
H: 4.417 3.673 1.748  0.240
H: 3.603 4.721 0.849  0.313
H: 5.323 4.826 0.684  0.375
C: 8.753 -2.283 0.931  -0.706
O: 7.573 -2.988 1.085  -0.315
C: 6.715 -3.164 -0.075  -0.391
C: 5.362 -3.912 0.106  -0.834
O: 4.536 -3.209 0.998  0.012
C: 3.508 -4.091 1.614  -0.428
H: 9.500 -2.905 0.438  0.339
H: 9.192 -1.970 1.878  0.241
H: 8.564 -1.372 0.362  0.257
H: 7.163 -3.802 -0.838  0.317
H: 6.387 -2.163 -0.355  0.128
H: 5.504 -4.947 0.420  0.685
H: 4.714 -3.998 -0.766  0.361
H: 2.878 -3.492 2.272  -0.118
H: 3.974 -4.815 2.282  0.396
H: 2.776 -4.580 0.971  0.133
C: -3.241 3.481 -3.930  -0.342
O: -3.229 2.140 -4.341  -0.162
C: -3.613 1.808 -5.679  -0.629
C: -5.079 1.284 -5.886  -0.533
O: -5.971 2.329 -6.228  -0.329
C: -7.195 1.790 -6.703  -0.767
H: -2.946 3.518 -2.881  -0.301
H: -4.214 3.971 -3.945  0.355
H: -2.645 4.200 -4.491  0.388
H: -2.960 1.008 -6.029  0.345
H: -3.531 2.680 -6.328  0.348
H: -5.366 0.786 -4.960  0.333
H: -5.063 0.505 -6.648  0.460
H: -7.860 2.653 -6.728  0.257
H: -7.582 1.005 -6.054  0.314
H: -7.061 1.595 -7.767  0.303
C: 1.229 3.084 6.335  -0.705
O: 0.154 3.129 5.392  -0.318
C: 0.447 3.876 4.207  -0.548
C: -0.626 3.756 3.121  -0.744
O: -0.879 2.610 2.364  0.096
C: -0.960 1.389 3.144  -0.568
H: 2.168 2.797 5.862  0.254
H: 1.012 2.373 7.133  0.253
H: 1.318 4.040 6.852  0.310
H: 1.323 3.387 3.781  0.147
H: 0.622 4.922 4.454  0.517
H: -0.540 4.626 2.469  0.463
H: -1.492 3.915 3.764  0.414
H: -0.073 0.755 3.112  0.074
H: -1.713 0.836 2.582  0.040
H: -1.270 1.394 4.189  0.403
C: -4.515 0.081 1.053  -0.088
O: -4.974 1.203 0.377  -0.534
C: -3.996 2.195 0.164  0.825
C: -3.991 3.322 1.208  -0.459
O: -5.296 3.978 1.230  -0.451
C: -5.658 4.926 0.149  -0.509
H: -3.828 0.393 1.840  0.138
H: -4.061 -0.653 0.388  -0.067
H: -5.375 -0.396 1.521  0.280
H: -4.186 2.537 -0.853  0.006
H: -3.007 1.741 0.224  -0.245
H: -3.282 4.128 1.018  0.408
H: -3.706 3.062 2.227  0.028
H: -6.745 4.885 0.215  0.261
H: -5.334 4.460 -0.781  0.151
H: -5.253 5.932 0.258  0.258
C: -6.097 -3.474 1.297  -0.666
C: -5.466 -3.654 0.117  0.216
C: -6.109 -4.158 -1.144  0.761
O: -5.639 -4.311 -2.277  -0.632
C: -7.509 -4.458 -0.885  -0.721
C: -8.107 -4.292 0.263  0.461
C: -7.501 -3.775 1.532  0.411
O: -8.074 -3.571 2.562  -0.564
O: -9.426 -4.445 0.361  -0.533
O: -4.204 -3.185 -0.087  -0.215
H: -5.532 -2.945 2.050  0.523
H: -8.213 -4.685 -1.672  0.412
H: -9.796 -4.176 1.205  0.350
H: -4.079 -3.220 -1.039  0.191
C: -1.125 -7.142 0.390  -1.021
C: -0.089 -7.555 -0.379  0.385
C: 0.985 -6.585 -0.930  0.605
O: 1.955 -6.935 -1.549  -0.609
C: 0.734 -5.247 -0.643  -0.486
C: -0.265 -4.776 0.182  0.295
C: -1.249 -5.748 0.822  0.742
O: -2.168 -5.362 1.541  -0.609
O: -0.595 -3.458 0.163  -0.195
O: 0.182 -8.880 -0.626  -0.531
H: -1.803 -7.856 0.835  0.469
H: 1.119 -4.465 -1.281  0.335
H: -1.158 -3.339 0.932  0.233
H: 0.931 -9.005 -1.213  0.340

LUMO level = -3.41 eV
2S+1 = 1
Charge = +1
Energy = -135407.5620 eV
Frontier orbital gap = 7.5 eV